ORCA calculation (ωB97M-V with the def2-TZVPD basis set) on 5 unconnected molecules or ions with the total composition H10O5.

```
15
Properties=species:S:1:pos:R:3:nbo_charge:R:1
O 1.52937 0.22373 2.10750 -0.960
O 0.48995 0.75516 -3.34297 -0.962
O -1.40480 -1.68109 -1.53433 -0.948
O -1.44347 0.89742 2.47703 -0.940
O 0.05252 0.62896 -0.51561 -0.988
H 1.13876 0.04961 -3.41490 0.454
H -1.69274 -2.53953 -1.20443 0.478
H -1.65560 1.07219 3.39972 0.465
H -0.78702 -1.87321 -2.25016 0.478
H -0.37891 -0.24153 -0.51454 0.494
H 0.37662 0.75181 0.38744 0.491
H 0.17759 0.71710 -2.41649 0.498
H 2.30651 0.72263 2.38525 0.481
H -0.53607 1.20835 2.37133 0.474
H 1.82729 -0.69158 2.06515 0.485
```

## Properties
- ΔE to the lowest compared entry with this formula, charge and spin: 93.33 kJ/mol
- Gap between HOMO and LUMO: 0.3999 hartree
- Total charge: 0
- HOMO energy: -0.3905 hartree
- SMILES: O.O.O.O.O
- Lowest unoccupied orbital energy: 0.3 eV

***

ORCA calculation (ωB97M-V with the def2-TZVPD basis set) on 28 unconnected molecules or ions with the total composition C6H59F3NO29S.

```
99
Properties=species:S:1:pos:R:3:lowdin_charge:R:1
S -0.03438 -1.16769 0.10104 0.809
F 1.25082 0.93355 1.02819 0.186
F 0.62916 1.01950 -1.03783 0.136
F 2.31575 -0.21564 -0.45597 0.216
O -2.61026 -0.84859 3.07063 -0.039
O -5.00634 -2.76050 3.21028 -0.053
O -2.64584 3.03234 4.38609 -0.065
O 1.89659 -0.82468 4.95433 -0.053
O -2.75935 -1.49650 -3.48102 -0.057
O -0.88077 -2.70290 -5.34926 -0.054
O 3.88281 3.40767 1.49555 -0.036
O 4.31856 1.78853 -2.42023 -0.031
O 0.20265 -2.02092 -1.01353 -0.209
O 3.57473 1.61664 4.53775 -0.046
O -3.92934 -4.22887 0.97327 -0.036
O 5.47330 -0.78266 -3.43541 -0.045
O -0.89452 0.69363 -4.42665 -0.032
O 2.65821 -2.90399 2.62546 -0.051
O 6.39901 3.00228 -0.01696 -0.062
O 3.52063 4.68473 -3.18557 -0.055
O 1.64278 3.99049 -0.77877 -0.037
O -6.26678 2.92128 0.03618 -0.061
O -7.61583 2.19801 -2.45166 -0.047
O 0.07420 -1.75834 1.40343 -0.234
O 7.50232 3.75780 2.91270 -0.059
O 4.45191 -7.20479 -1.62216 -0.056
O 1.93185 -5.91326 -1.81507 -0.055
O -0.45482 -4.51906 -2.87331 -0.056
O -1.23442 4.21759 -0.84080 -0.062
O -0.68760 0.75905 4.37217 -0.056
O -3.73560 2.66137 -2.94526 -0.047
O -5.93134 -1.63921 0.77321 -0.054
O 5.42642 -2.05891 3.37396 -0.054
N -1.79352 0.88272 0.41019 0.141
C -2.97362 1.50199 0.32983 0.017
C -4.02840 0.88258 -0.31941 0.023
C -2.62145 -1.02781 -0.72643 -0.006
C -1.61347 -0.36187 -0.09265 -0.253
C -3.84867 -0.38190 -0.85299 0.024
C 1.15675 0.23900 -0.08245 -0.699
H -2.46526 -2.00313 -1.14876 0.123
H -6.67904 -2.06045 0.33545 0.056
H 5.02711 -1.95347 4.24409 0.042
H 3.17620 3.57327 0.86751 0.007
H -4.22739 3.47180 -3.11860 0.049
H 5.65804 3.06802 0.60521 -0.013
H -2.16821 -0.94118 -4.00818 0.004
H -4.73423 -4.54139 0.54600 0.058
H -0.22502 -4.11379 -2.03197 0.005
H 1.32483 -1.13752 4.25016 0.008
H 2.27130 -6.70101 -1.37489 0.030
H -2.12081 2.21950 4.35662 -0.019
H 3.59957 1.54537 -1.83607 0.011
H 3.50820 -2.65278 2.24268 0.019
H -1.80055 -1.17706 2.66033 0.020
H 4.51761 0.97585 -2.90618 0.014
H -1.48393 0.26586 4.14161 -0.008
H 4.53469 1.70775 4.55267 0.059
H 4.37580 -7.20603 -2.58206 0.046
H -0.27443 4.28447 -0.68004 0.001
H -0.15219 -2.08735 -5.46959 0.037
H 7.77675 4.64773 2.67390 0.038
H 4.16513 4.03053 -2.88352 0.016
H -8.27027 1.72518 -2.97507 0.053
H -6.80437 2.86628 0.83242 0.056
H 2.04364 -2.23616 2.30125 -0.021
H -3.54376 2.74941 4.58110 0.032
H -1.03718 1.36015 0.88416 0.164
H -4.95509 1.42631 -0.39737 0.089
H -4.48466 -3.56686 3.08984 0.051
H -6.89310 3.14865 -0.66483 0.023
H -2.95589 2.97157 -2.47134 0.011
H 5.20879 -0.79281 -4.36174 0.052
H -1.63527 4.34881 0.02395 0.034
H 1.86328 4.37412 -1.64525 0.055
H -4.79018 -2.43744 4.09200 0.068
H -5.77327 -2.18917 1.55916 -0.004
H -3.04672 2.47974 0.77000 0.147
H -3.34346 -1.37023 2.71445 0.029
H -0.67825 1.22803 -3.65796 0.030
H -0.72066 1.26987 -5.17811 0.060
H 6.19078 2.24072 -0.56852 0.023
H 3.46064 3.31624 2.35668 0.042
H -2.62922 -2.36435 -3.88060 0.035
H 6.31163 -1.25497 -3.42133 0.055
H 3.92860 5.53563 -2.99443 0.052
H 1.78883 3.04859 -0.89073 0.016
H -0.41067 0.42403 5.23188 0.057
H -4.65331 -0.88183 -1.35531 0.127
H 6.37307 -1.97233 3.52029 0.042
H -3.80824 -3.34498 0.61218 0.009
H 3.30594 1.73450 5.45685 0.057
H -0.51017 -3.42802 -4.82558 0.016
H 2.55042 -5.22688 -1.54874 0.043
H 2.27018 -0.00016 4.61494 -0.005
H 0.06964 -5.33027 -2.88210 0.023
H -6.77727 1.99923 -2.88277 0.038
H 5.06514 -7.92013 -1.42459 0.049
H 6.94418 3.48194 2.17798 -0.009
```

## Properties
- Gap between HOMO and LUMO: 0.3019 hartree
- Total charge: +1
- HOMO energy: -0.4578 hartree
- Lowest unoccupied orbital energy: -4.2 eV

***

ORCA calculation (ωB97M-V with the def2-TZVPD basis set) on C16H19N5O2S2 in the gas phase.

```
44
Properties=species:S:1:pos:R:3:nbo_charge:R:1
S 0.42690 0.47661 2.70231 0.433
S 3.16509 0.99100 -1.13531 0.441
O -1.06744 2.30491 -0.41987 -0.650
O -2.96049 -2.73617 -3.66139 -0.622
N -1.83056 3.43871 2.26172 -0.336
N 0.43250 -1.49266 0.07746 -0.445
N -1.03137 2.45895 4.12774 -0.498
N -1.13177 -1.88954 -4.63559 -0.824
N -1.05289 2.39685 1.93780 -0.214
C 2.29273 0.06418 0.03788 -0.195
C 4.46775 -0.04035 0.80953 -0.247
C -0.65421 1.81919 0.76408 0.457
C 0.15747 0.75581 0.98058 -0.269
C -1.68867 -1.57398 -1.23978 -0.414
C 0.80471 -0.08873 -0.07463 -0.120
C -1.79921 -2.40121 -3.57700 0.683
C -2.51593 4.43276 4.40897 -0.648
C 4.64395 0.71791 -0.30101 -0.415
C -1.00009 -1.73083 0.11937 -0.219
C 3.11939 -0.41427 1.00646 -0.262
C -1.03394 -2.51311 -2.26233 -0.319
C -1.79124 3.44127 3.58530 0.341
C 1.05331 -2.36700 -0.89976 -0.208
C 0.46598 -2.23172 -2.31385 -0.437
C -0.57647 1.81454 3.07540 0.176
H 5.26729 -0.32449 1.46965 0.226
H 2.12579 -2.16427 -0.91939 0.218
H -1.13762 -2.75455 0.47998 0.198
H -1.60565 -0.53973 -1.58247 0.200
H -1.18753 -3.54191 -1.91368 0.225
H -1.62405 -1.81092 -5.51014 0.405
H -1.45013 -1.05553 0.84875 0.214
H 5.54966 1.13956 -0.68866 0.237
H 0.97301 -2.93791 -2.97457 0.218
H -3.22332 3.92195 5.05888 0.233
H 0.65502 -1.21705 -2.67335 0.193
H 2.77190 -1.01952 1.82339 0.233
H 0.90937 -3.39197 -0.54538 0.197
H 0.48297 0.34446 -1.03926 0.207
H -1.63822 3.06897 -0.25324 0.509
H -2.74789 -1.81502 -1.15062 0.238
H -0.16282 -1.63390 -4.60332 0.395
H -1.81080 4.97175 5.03802 0.233
H -3.04248 5.12694 3.76133 0.231
```

## Properties
- ΔE to the lowest compared entry with this formula, charge and spin: 83.88 kJ/mol
- Gap between HOMO and LUMO: 0.3258 hartree
- Total charge: 0
- HOMO energy: -0.3096 hartree
- SMILES: Cc1nc2sc([C@@H](c3cccs3)N3CCC(C(N)=O)CC3)c(O)n2n1
- Lowest unoccupied orbital energy: 0.4 eV

***

ORCA calculation (ωB97M-V with the def2-TZVPD basis set) on a molecular structure, C23H47O22V.

```
93
Properties=species:S:1:pos:R:3:lowdin_charge:R:1
V 1.81014 3.55349 0.01596 1.241
O 1.49252 3.35941 2.34207 -0.012
O 1.46300 -4.30428 4.48160 0.019
O 2.27926 -6.51971 1.04734 0.017
O 1.92208 -4.99420 -0.33102 0.032
O 0.84703 1.90913 3.97903 0.036
O 0.85746 -2.34660 3.41432 0.052
O 1.79369 4.09130 -2.11483 0.023
O -0.32172 3.95821 -0.05745 -0.022
O -2.84814 -0.91901 2.04619 -0.018
O 2.22182 3.28671 -4.25575 0.071
O 1.45096 5.30796 -3.92985 0.038
O 1.28350 -7.02859 -0.90993 0.083
O -1.79741 4.49991 1.55249 0.089
O -3.25294 0.96643 -3.80049 0.110
O -2.63787 3.62721 -0.12634 0.062
O 2.89237 -3.25253 3.24043 0.068
O -1.08927 0.39093 -4.12881 -0.063
O 1.65417 1.44181 -0.57426 -0.072
O -4.60852 -2.24963 1.38682 0.101
O 2.51362 3.35115 4.34287 0.068
O -3.39011 -0.82169 -0.02124 -0.028
O -2.66727 -1.01161 -4.79522 -0.015
C -0.17980 -0.19687 -0.86846 -0.033
C -2.95095 -1.20227 3.43285 -0.038
C 0.25944 1.11544 3.01786 -0.042
C 1.57026 2.97917 3.50367 -0.486
C 1.08845 -4.24593 -1.25331 0.010
C -1.48334 4.07146 0.42026 -0.532
C 3.17887 -2.38069 2.22143 -0.078
C 1.31161 0.08743 -0.81882 -0.242
C 3.34853 4.36359 3.99027 -0.047
C 1.85571 -6.22335 -0.14262 -0.686
C 2.61383 2.01402 -3.83033 -0.058
C 0.95399 6.41980 -3.28073 -0.026
C -0.98827 5.41092 2.30946 0.032
C -4.00246 -1.63962 -4.81811 0.043
C -2.44024 0.20036 -4.30726 -0.553
C -0.18131 0.07798 -5.13709 -0.056
C -3.66992 -1.44698 1.13725 -0.534
C -3.79820 -1.37960 -1.29726 -0.019
C 1.73642 4.15722 -3.32723 -0.474
C 0.22775 -4.52583 5.16494 -0.029
C -2.53328 2.87964 -1.27010 -0.054
C 2.02629 -7.81895 1.63128 -0.003
C 1.70335 -3.22239 3.72568 -0.567
H 0.62994 7.01454 -4.13477 0.120
H -2.13944 -0.78767 4.03089 0.077
H 2.45264 -8.01512 2.61507 0.097
H -1.77468 2.10522 -1.15650 0.080
H 3.65140 4.95537 4.85408 0.118
H -2.81846 -2.26284 3.64672 0.095
H 4.24935 -2.37218 2.01627 0.109
H 0.12597 6.15707 -2.62236 0.103
H 1.62647 -4.17789 -2.19882 0.098
H 0.04955 5.09319 2.20907 0.065
H 0.10558 -3.89456 6.04510 0.099
H -1.18911 6.45738 2.07990 0.118
H 2.70516 -2.63984 1.27457 0.083
H -4.79645 -1.81733 -1.29663 0.104
H -3.91237 -0.97060 3.89123 0.106
H 0.96393 -7.79466 1.87394 0.094
H 3.30699 1.97683 -2.98994 0.094
H 1.82229 -0.16578 -1.74790 0.143
H 1.78043 -0.66865 -0.18900 0.134
H 0.19185 -5.52563 5.59763 0.097
H -0.61757 0.33333 -1.71423 0.064
H -2.27572 3.43826 -2.16994 0.107
H -3.06692 -2.17179 -1.45779 0.103
H -3.55157 2.54569 -1.46923 0.117
H -0.48159 1.63219 2.40799 0.102
H -0.33460 0.90101 -5.83511 0.109
H -0.35779 -1.27214 -0.85395 0.086
H 2.93840 -1.32158 2.31395 0.078
H 1.85759 1.35562 -3.40287 0.061
H 0.81225 0.11949 -4.69077 0.070
H 2.84193 5.06964 3.33229 0.101
H -3.82702 -2.69743 -5.01397 0.108
H -4.67612 -1.07339 -5.46127 0.114
H -1.23555 5.36821 3.37018 0.115
H 1.08159 0.72482 2.41820 0.098
H 1.73886 6.95482 -2.74609 0.111
H -4.32678 -1.67502 -3.77807 0.063
H -0.68965 0.19676 0.01086 0.078
H 3.18406 1.50797 -4.60933 0.124
H -0.64533 -4.49783 4.51298 0.093
H 4.26804 3.88289 3.65629 0.119
H 0.95407 -3.26779 -0.79147 0.063
H 0.15053 -4.70296 -1.56880 0.104
H -0.21245 0.39648 3.68756 0.105
H -3.86925 -0.73101 -2.17040 0.055
H -0.34989 -0.84234 -5.69627 0.105
H 2.14408 -8.63084 0.91359 0.100
```

## Properties
- 2S+1: 5
- Gap between HOMO and LUMO (alpha / beta): 0.2379 / 0.1475 hartree
- Total charge: +2
- HOMO energy (alpha / beta): -0.4957 / -0.4957 hartree
- Lowest unoccupied orbital energy (alpha / beta): -7.0 / -9.5 eV

***

ORCA calculation (ωB97M-V with the def2-TZVPD basis set) on a molecular structure, C3H3O2Yb.

```
9
Properties=species:S:1:pos:R:3:nbo_charge:R:1
Yb 1.97113 0.79615 0.46111 1.809
O 5.27952 -0.77404 -0.43409 -0.326
O -0.22334 0.51183 0.11002 -1.047
C -2.57567 0.28381 -0.05792 -0.512
C 4.28134 -0.29117 -0.28963 0.373
C -1.33513 -0.20102 0.12249 0.149
H -2.76633 1.35691 -0.13030 0.200
H -1.20549 -1.28452 0.27210 0.140
H -3.42604 -0.39795 -0.05379 0.214
```

## Properties
- ΔE to the lowest compared entry with this formula, charge and spin: 10.33 kJ/mol
- Gap between HOMO and LUMO: 0.1886 hartree
- Total charge: +1
- HOMO energy: -0.3972 hartree
- Lowest unoccupied orbital energy: -5.7 eV

***

no.,electronic energy (eV)
1,-10399.882
2,-87029.803
3,-50116.686
4,-95325.097
5,-38775.746